57
Properties=species:S:1:pos:R:3:lowdin_charge:R:1 method="wB97M-V/def2-TZVPD" total_energy_ev=-255489.227 multiplicity=1 homo_ha=-0.2349 mol_weight_da=975.6 de_lowest_kcal_mol=0.00
C -1.586 0.420 -4.496 0.023
C -0.498 0.881 -4.791 -0.234
C 1.066 1.168 -5.002 -0.346
Ga 1.842 0.074 -6.588 -0.122
I -0.046 -1.297 -7.836 0.219
P 3.438 -1.430 -5.741 -0.102
S 2.653 -3.255 -5.710 -0.170
H -2.449 -0.249 -4.326 0.051
H 1.665 0.962 -4.029 -0.024
H 1.186 2.248 -5.262 0.044
H 2.480 1.088 -7.652 -0.079
H 3.707 -1.023 -4.376 -0.331
H 4.670 -1.418 -6.482 -0.038
Cl 0.811 -1.129 -1.655 0.489
C 1.603 0.037 -0.654 -0.598
C 2.824 0.625 -0.998 -0.597
Cl 3.663 0.256 -2.467 0.646
C 3.410 1.552 -0.140 -0.067
C 2.789 1.895 1.049 -0.026
C 1.574 1.314 1.383 -0.179
C 0.983 0.388 0.537 -0.135
H 4.357 2.009 -0.399 0.122
H 3.249 2.616 1.713 0.131
H 1.081 1.589 2.322 -0.071
H 0.032 -0.062 0.809 0.057
C -4.300 2.846 -3.666 -0.173
O -4.729 2.889 -5.020 -0.126
H -5.078 3.278 -3.038 0.076
H -4.128 1.809 -3.365 0.058
H -3.380 3.425 -3.550 0.076
H -4.026 2.503 -5.554 0.067
C -3.349 0.361 2.024 -0.191
O -2.137 0.156 1.304 -0.213
H -3.170 0.138 3.075 0.071
H -3.638 1.404 1.915 -0.002
H -4.137 -0.294 1.644 0.087
H -2.297 0.358 0.375 0.092
Al 0.235 0.318 3.447 1.076
C -3.267 4.696 2.408 -1.015
Cl -2.635 3.185 3.041 0.343
Cl -3.764 4.533 0.709 0.466
H -4.128 4.991 3.000 0.034
H -2.490 5.453 2.479 -0.006
N 2.526 -4.303 5.900 -0.164
C 1.731 -4.594 6.996 -0.219
C 0.451 -4.263 6.681 -0.139
C 0.455 -3.745 5.346 -0.220
C 1.746 -3.787 4.897 -0.319
H 3.523 -4.435 5.850 0.142
H 2.159 -5.005 7.896 0.120
H -0.404 -4.371 7.328 0.108
H -0.393 -3.384 4.791 0.080
H 2.183 -3.492 3.957 0.112
Cl -1.129 4.494 4.661 -0.547
Cl -0.782 -6.249 4.045 -0.043
Cs 2.182 -1.804 -3.686 1.153
Br 1.667 -6.370 4.901 0.551

=====

61
Properties=species:S:1:pos:R:3:nbo_charge:R:1 method="wB97M-V/def2-TZVPD" total_energy_ev=-139664.761 multiplicity=1 homo_ha=-0.3283 mol_weight_da=769.6
Mg 4.577 0.862 -8.968 0.865
Cs 4.213 -1.013 -3.518 0.997
O 1.928 0.136 -8.003 -0.720
C 1.018 1.165 -7.507 -0.095
C 1.350 2.612 -8.067 -0.112
O 2.696 2.932 -8.350 -0.613
H 1.100 1.264 -6.424 0.142
H -0.049 0.972 -7.620 0.182
H 0.976 3.359 -7.367 0.193
H 0.799 2.841 -8.979 0.161
As 2.376 5.575 -1.257 2.798
F 2.233 3.827 -1.318 -0.641
F 2.449 5.742 -3.049 -0.631
F 2.444 7.417 -1.130 -0.636
F 2.363 5.503 0.498 -0.623
F 4.211 5.536 -1.272 -0.638
F 0.605 5.663 -1.281 -0.629
C 6.919 -5.222 -7.523 -0.195
C 7.033 -5.855 -8.744 -0.203
C 8.195 -6.616 -9.009 -0.175
C 9.109 -6.921 -7.978 0.024
C 8.921 -6.317 -6.722 -0.176
C 7.881 -5.422 -6.578 -0.223
N 10.224 -7.781 -8.344 0.534
O 10.158 -8.411 -9.329 -0.344
O 11.114 -7.925 -7.538 -0.388
H 6.100 -4.536 -7.365 0.209
H 6.345 -5.672 -9.556 0.225
H 8.317 -6.976 -10.020 0.247
H 9.628 -6.602 -5.957 0.251
H 7.963 -4.845 -5.669 0.213
C -5.063 2.090 -6.445 -0.414
C -5.276 1.107 -5.306 -0.434
C -6.479 0.184 -5.579 -0.596
S -7.720 1.518 -6.154 2.078
O -8.162 2.275 -4.986 -0.932
O -8.632 0.967 -7.135 -0.923
C -6.407 2.614 -6.982 -0.629
H -4.511 1.686 -7.294 0.205
H -4.434 2.953 -6.229 0.232
H -5.571 1.670 -4.420 0.232
H -4.324 0.624 -5.087 0.226
H -7.052 -0.278 -4.774 0.247
H -6.394 -0.530 -6.397 0.228
H -6.686 3.668 -6.976 0.251
H -6.376 2.326 -8.033 0.229
C 2.290 10.219 -5.979 -0.425
C 2.136 11.714 -6.270 -0.417
C 3.076 12.094 -7.413 -0.627
S 3.806 10.493 -8.067 2.099
O 4.983 10.070 -7.328 -0.933
O 3.665 10.337 -9.498 -0.928
C 2.564 9.384 -7.224 -0.628
H 1.294 9.947 -5.628 0.215
H 2.944 9.877 -5.177 0.239
H 2.278 12.454 -5.483 0.236
H 1.074 11.715 -6.512 0.212
H 3.897 12.787 -7.232 0.244
H 2.480 12.545 -8.206 0.240
H 3.039 8.403 -7.196 0.260
H 1.598 9.345 -7.728 0.212

=====

50
Properties=species:S:1:pos:R:3:nbo_charge:R:1 method="wB97M-V/def2-TZVPD" total_energy_ev=-35143.960 multiplicity=1 homo_ha=-0.5353 mol_weight_da=447.8 de_lowest_kcal_mol=3.41 total_charge=+2
Cd -1.282 1.507 -0.481 1.729
N -2.123 -0.513 -1.212 -0.929
C -1.242 -0.867 -2.363 -0.170
C -1.520 -2.264 -2.927 -0.424
C -1.394 -3.527 -2.051 -0.421
C -0.061 -4.271 -2.134 -0.220
N 1.028 -3.679 -1.376 -0.568
C 1.398 -3.988 -0.150 0.674
N 0.841 -4.999 0.528 -0.774
N 2.331 -3.238 0.455 -0.771
C 0.227 -0.481 -2.052 0.785
O 1.138 -1.219 -2.411 -0.687
O 0.400 0.660 -1.502 -0.868
H -2.076 -1.228 -0.491 0.394
H -3.090 -0.503 -1.525 0.403
H -1.528 -0.164 -3.154 0.230
H -0.896 -2.388 -3.814 0.247
H -2.548 -2.227 -3.298 0.223
H -2.132 -4.233 -2.440 0.244
H -1.687 -3.363 -1.009 0.194
H 0.265 -4.285 -3.175 0.237
H -0.171 -5.318 -1.852 0.205
H 1.401 -2.820 -1.791 0.462
H 0.232 -5.647 0.062 0.423
H 1.234 -5.301 1.403 0.423
H 2.821 -2.539 -0.081 0.429
H 2.773 -3.554 1.301 0.419
C -3.071 5.642 -2.137 -0.745
C -2.530 4.403 -1.617 0.527
N -2.102 3.425 -1.204 -0.595
H -3.895 5.419 -2.813 0.291
H -2.286 6.174 -2.672 0.293
H -3.428 6.246 -1.303 0.291
C -1.146 2.442 3.905 -0.725
C -0.397 2.065 2.668 0.646
O -1.056 1.672 1.690 -0.763
C 1.068 2.169 2.624 -0.151
C 1.768 1.882 1.447 -0.182
C 3.144 2.006 1.409 -0.201
C 3.836 2.406 2.548 -0.140
C 3.154 2.679 3.725 -0.210
C 1.775 2.567 3.763 -0.150
H -2.213 2.358 3.723 0.250
H -0.894 3.461 4.200 0.261
H -0.868 1.789 4.733 0.262
H 1.258 1.551 0.551 0.215
H 3.677 1.801 0.491 0.233
H 4.912 2.508 2.515 0.237
H 3.695 2.988 4.608 0.240
H 1.255 2.794 4.682 0.226